C3H8N2S2 in the gas phase at a distorted geometry. Source: the Open Molecules 2025 dataset; level of theory: ωB97M-V/def2-TZVPD.

Properties
Relative energy (zero: lowest compared OMol25 entry of this formula, charge and spin), kJ/mol: 65.7
Highest occupied orbital energy, eV: -9.005
Electronic energy, Ha: -1024.975919
SMILES: [H]/N=C(/N)SCSC
Charge: 0

Bonds (Å) are listed after each position.
Geometry (Å):
1 H 1.29 1.77 0.38  N2 1.011
2 N 2.18 1.31 0.29  H1 1.011, C3 1.255
3 C 2.04 0.16 -0.19  N2 1.255, N4 1.364, S5 1.810
4 N 3.05 -0.72 -0.40  C3 1.364, H9 1.003, H10 0.985
5 S 0.43 -0.56 -0.61  C3 1.810, C6 1.806
6 C -0.80 0.75 -0.45  S5 1.806, S7 1.719, H11 1.117, H12 1.084
7 S -2.45 0.38 -0.78  C6 1.719, C8 1.825
8 C -2.77 -0.77 0.61  S7 1.825, H13 1.066, H14 1.072, H15 1.103
9 H 2.79 -1.58 -0.86  N4 1.003
10 H 3.97 -0.42 -0.18  N4 0.985
11 H -0.85 1.18 0.57  C6 1.117
12 H -0.51 1.58 -1.08  C6 1.084
13 H -3.74 -1.22 0.57  C8 1.066
14 H -2.59 -0.27 1.54  C8 1.072
15 H -2.04 -1.59 0.58  C8 1.103

Mulliken atomic charges, in units of e:
1. H 0.312
2. N -0.796
3. C 0.739
4. N -0.448
5. S -0.231
6. C -0.781
7. S -0.027
8. C -0.857
9. H 0.173
10. H 0.231
11. H 0.363
12. H 0.441
13. H 0.331
14. H 0.285
15. H 0.265